ORCA calculation (ωB97M-V/def2-TZVPD) on C22H35O3Tc as an isolated structure in a non-equilibrium geometry.

XYZ file:
```
61
Properties=species:S:1:pos:R:3:forces:R:3:mulliken_charge:R:1
Tc -0.268075 -0.099671 0.167380 2.062 -2.241 -2.314 0.22
O 0.667175 -1.277122 -7.036826 0.431 -0.390 -1.710 -0.36
O -0.027397 -0.156186 -2.394478 -0.364 0.312 0.523 0.16
O 0.912390 -1.608839 -0.324877 -0.292 0.118 1.262 -0.41
C 1.467871 -2.747637 0.370301 -0.197 0.073 -1.182 0.56
C 2.968473 -2.699072 0.137902 0.393 0.038 0.231 -1.35
C -1.938169 0.832517 1.161986 -1.462 -0.273 -0.200 -1.23
C -1.816850 -1.472967 0.898703 -1.077 0.532 -0.256 -0.53
C -2.315756 0.532507 -0.185342 -0.894 -0.743 1.129 0.22
C -0.679183 2.101356 -3.133647 -0.101 0.034 0.084 -1.45
C -0.628494 0.628266 -3.465475 -0.441 0.328 -0.405 1.45
C -2.247120 -0.903439 -0.347432 -0.738 -0.056 0.699 -0.57
C 0.488105 0.208121 -4.438668 -0.292 0.172 -0.066 -0.53
C 1.045700 -0.585914 -3.270167 0.428 -0.369 0.423 -0.63
C 1.509157 -1.959417 -9.240697 0.100 0.504 0.696 -0.50
C 2.590781 0.820527 0.177720 0.330 0.168 0.392 -0.99
C 0.117020 -0.373137 -8.022464 -0.191 0.521 0.014 -0.41
C 1.359808 -2.340214 -7.744323 -0.090 -0.522 -0.121 -0.53
C 1.698483 1.590438 -0.592212 0.102 0.335 0.922 -0.04
C 1.092581 -2.831979 1.839264 0.017 0.084 0.188 -1.03
C 2.010973 0.529615 1.431597 0.632 1.119 -0.493 -0.55
C -2.010032 0.083603 -3.780390 0.130 0.026 0.032 -1.65
C 0.439785 -0.873717 -9.453021 -0.227 -0.408 0.618 -0.51
C 0.524442 1.870590 0.211646 1.122 0.428 0.545 -0.38
C -1.603005 -0.398192 1.829580 -0.903 -0.215 -0.471 -0.18
C 0.726846 1.189036 1.496434 1.010 0.934 -0.097 -0.73
H 3.389529 -1.841275 0.672487 0.029 -0.132 -0.039 0.22
H 0.561228 0.629973 -7.867756 -0.222 -0.421 0.085 0.27
H -1.309924 -0.511552 2.865247 0.127 0.081 -0.192 0.45
H 1.673183 -3.620379 2.333373 -0.092 0.169 -0.104 0.46
H -2.685220 0.271328 -2.939678 -0.033 0.006 -0.149 0.28
H 2.005222 -0.248725 -2.871175 0.013 -0.184 -0.077 0.20
H -2.669865 1.248719 -0.912445 0.249 -0.072 0.016 0.68
H 0.149176 -0.403067 -5.277375 0.224 0.273 0.228 0.14
H 0.190981 1.405678 2.412077 0.267 0.051 -0.119 0.68
H -0.456882 -1.316530 -9.901477 0.183 0.190 0.015 0.25
H 2.344375 -2.509325 -7.269125 -0.549 0.094 -0.105 0.28
H -0.171712 2.686319 0.042807 0.133 -0.220 -0.023 0.60
H 0.034815 -3.070900 1.984439 0.228 0.010 -0.021 0.19
H 3.612064 0.559135 -0.114465 -0.618 -0.165 -0.014 0.48
H 1.302310 -1.877793 2.341523 0.010 -0.255 -0.048 0.05
H -1.085983 2.659577 -3.982248 0.107 -0.041 0.084 0.46
H 3.211276 -2.578805 -0.921540 -0.205 -0.013 0.100 0.30
H -2.419870 0.575519 -4.669405 0.044 -0.160 0.126 0.45
H -1.711079 -2.526040 1.119901 0.130 0.200 -0.212 0.67
H 0.314232 2.480964 -2.897529 -0.058 0.084 -0.079 0.33
H 1.912051 2.032739 -1.565441 -0.168 -0.380 0.303 0.62
H -1.966479 1.814972 1.614352 0.231 -0.114 -0.114 0.54
H 0.799999 -0.062667 -10.085032 -0.131 -0.069 0.004 0.30
H -0.976721 -0.305220 -7.863275 0.493 0.027 -0.027 0.26
H 2.501632 0.035727 2.272060 -0.272 -0.013 -0.436 0.63
H 3.481560 -3.600764 0.491050 -0.196 0.084 0.026 0.46
H 0.758965 -3.270610 -7.678025 0.277 0.438 0.202 0.28
H -1.334963 2.277606 -2.274393 0.090 0.062 -0.088 0.03
H 1.126599 1.034803 -4.773295 -0.204 -0.256 -0.023 0.33
H -1.951047 -0.994995 -3.940371 -0.075 0.070 -0.125 0.41
H 1.021905 -1.672304 -3.369943 0.169 0.088 -0.003 0.31
H 1.056579 -3.623604 -0.160701 0.124 0.062 0.255 0.28
H 2.509484 -1.551256 -9.425634 -0.189 -0.148 -0.019 0.27
H 1.342450 -2.817436 -9.890891 0.146 0.030 0.074 0.30
H -2.519376 -1.462186 -1.233093 0.250 0.112 0.055 0.49
```
Forces are in eV/Å.

Results
* frontier orbital gap (alpha / beta): 7.28 / 6.82 eV
* energy above the lowest of the compared OMol25 structures with the same formula, charge and spin: 0.0 kJ/mol
* ⟨S²⟩: 3.78
* F_max: 0.0744 hartree/bohr
* total charge: +1
* 2S+1: 4

---

ORCA calculation (ωB97M-V/def2-TZVPD) on C19H22N2O2S as an isolated structure in a non-equilibrium geometry.

XYZ file:
```
46
Properties=species:S:1:pos:R:3:forces:R:3:mulliken_charge:R:1
S -1.208024 2.149601 0.917692 -1.231 1.585 -2.551 -0.18
O 3.680058 2.946757 -0.799801 -3.479 -2.656 1.396 -0.37
O -1.392645 -1.402704 2.018837 1.913 7.681 -0.722 -0.71
N 0.543157 -0.200498 1.389113 -3.407 -4.099 -0.499 -0.06
N 2.673660 0.338094 -0.143839 -0.011 -0.126 4.577 1.10
C -2.520152 1.072605 -0.013131 -5.148 11.557 12.934 0.21
C -3.085626 -0.377303 -1.393008 -10.426 -8.226 -5.356 -1.62
C -5.603087 -1.135682 -1.483038 -0.977 -0.147 -3.910 -1.31
C 4.056866 0.612597 -0.030247 2.605 -2.955 -5.043 -0.24
C 3.213794 -1.946580 -0.597408 -14.664 -4.306 10.184 -1.15
C 1.185586 -1.365697 0.616396 -6.764 -1.516 6.752 -0.15
C -1.130670 1.332209 2.428256 -0.325 -4.676 2.854 -0.52
C 2.161044 2.655692 -0.598608 4.981 0.070 -13.908 -1.12
C -0.788580 -0.172939 1.865538 0.867 -6.020 2.040 0.44
C -3.914460 1.370838 0.572885 1.524 -1.494 -2.059 -0.64
C 2.663547 -3.425408 -0.329756 1.459 7.150 -0.405 -0.52
C 4.316081 1.958880 0.141351 3.081 9.372 -0.403 -1.29
C -4.951935 0.564321 0.125785 7.485 -0.141 -3.232 -1.03
C 2.331263 -0.980259 0.140985 7.313 -1.299 -7.398 0.51
C -4.415428 -0.292587 -0.990445 -3.735 0.636 2.014 1.03
C 1.569759 -3.838199 0.318358 -0.470 11.374 2.703 -1.00
C 0.712436 -2.701813 0.974596 3.829 -0.970 -3.128 -0.60
C -2.178594 0.260802 -0.836966 -7.452 -0.453 -1.426 0.88
C 1.875396 1.214657 -0.895985 6.746 -0.592 -4.544 -0.60
H 3.917711 2.335351 1.035870 -0.293 0.243 2.031 0.53
H -3.096305 -1.264385 -2.069783 1.293 1.022 0.025 0.21
H 4.558864 0.548582 -1.192341 -0.951 -0.912 2.285 0.29
H -5.462444 -1.572014 -2.559608 0.119 1.149 1.434 0.35
H 0.921838 1.012164 -0.941347 -5.022 -1.270 0.296 0.15
H 2.327935 0.754998 -2.089961 -1.505 2.260 2.287 0.39
H -2.137409 1.237031 3.036949 2.022 0.418 -1.225 0.36
H -5.908305 0.871379 0.140491 -3.412 0.294 0.702 0.40
H 4.710747 0.022150 0.673737 -1.329 0.170 -0.744 0.36
H 3.981550 -1.891469 -1.071482 9.011 1.357 -5.406 0.82
H -5.610067 -2.106805 -0.984663 -0.731 0.413 0.775 0.32
H 1.820112 2.905889 0.225561 -3.052 3.135 7.816 0.72
H -0.119345 -2.877120 1.659849 0.392 0.223 -0.699 0.51
H 1.753120 3.388944 -1.785120 0.618 -2.162 4.257 0.26
H -6.711046 -0.549157 -1.637009 3.270 -1.695 1.130 0.28
H -0.222591 1.518261 3.187344 -2.081 0.201 -1.977 0.41
H -1.347587 0.209308 -0.871429 18.736 -2.107 -2.245 0.64
H -4.144375 2.239005 1.162132 0.600 0.215 0.430 0.45
H 1.013754 0.630220 1.296044 1.111 2.211 -0.260 0.19
H 1.235394 -4.694583 0.180757 -2.928 -7.974 -0.363 0.60
H 5.389658 2.599532 0.023917 -2.004 -3.228 0.708 0.22
H 3.335353 -3.954669 -0.817468 2.424 -3.711 -2.131 0.47
```
Forces are in eV/Å.

Results
* frontier orbital gap: 8.52 eV
* energy above the lowest of the compared OMol25 structures with the same formula, charge and spin: 1948.3 kJ/mol
* F_max: 0.3692 hartree/bohr

---

ORCA calculation (ωB97M-V/def2-TZVPD) on an isolated ion of composition C3H7NO and charge +1 in a non-equilibrium geometry.

XYZ file:
```
12
Properties=species:S:1:pos:R:3:forces:R:3:mulliken_charge:R:1
O -1.855530 -1.181358 0.094379 -1.282 -0.679 -2.230 -0.30
N 0.124408 -0.006729 -0.000259 -0.664 0.125 -0.793 0.16
C -0.969896 -0.623591 0.626916 -0.542 -0.735 5.969 0.10
C 0.888939 1.061319 0.877754 -0.390 -1.266 0.174 -0.60
C 0.053400 -0.477675 -1.518506 -0.648 0.877 1.527 -0.67
H 0.598347 0.348457 -2.000772 -0.118 -1.132 -0.529 0.35
H 0.256478 2.018076 0.866535 1.189 -1.080 -0.702 0.34
H -1.099988 -0.745645 1.840705 1.462 1.161 -2.476 0.32
H 0.333197 -1.563660 -1.572153 0.798 1.183 0.051 0.32
H 0.745195 0.723997 1.972288 0.446 0.109 -1.823 0.30
H -1.076576 -0.626791 -1.769894 1.802 1.060 0.538 0.35
H 2.002025 1.073600 0.583007 -2.052 0.376 0.293 0.33
```
Forces are in eV/Å.

Results
* frontier orbital gap (alpha / beta): 12.53 / 7.27 eV
* energy above the lowest of the compared OMol25 structures with the same formula, charge and spin: 202.9 kJ/mol
* ⟨S²⟩: 0.76
* F_max: 0.1174 hartree/bohr
* total charge: +1
* 2S+1: 2

---

ORCA calculation (ωB97M-V/def2-TZVPD) on one molecule with the formula C5H7NO in a non-equilibrium geometry.

XYZ file:
```
14
Properties=species:S:1:pos:R:3:forces:R:3:mulliken_charge:R:1
O 0.289527 1.816060 -0.743631 -0.386 -1.086 1.253 -0.51
N -0.948210 0.446315 0.983188 -0.400 2.147 2.724 -0.61
C 1.031496 0.621737 -0.257349 0.772 2.273 0.140 -0.13
C 0.491021 0.026349 1.106358 -3.337 -1.251 -6.816 -0.49
C -0.014961 -1.342030 0.343066 0.243 0.181 -0.362 -0.64
C -0.162641 0.479409 -1.121935 3.356 1.520 2.466 -0.40
C -1.049271 -0.300678 -0.221374 -0.362 -0.280 -2.253 -0.16
H 2.113619 0.727589 -0.532273 -1.233 -0.693 0.169 0.45
H 1.034892 0.067750 1.940374 1.795 0.231 3.372 0.59
H -0.562079 -2.063132 0.907624 -0.081 -0.439 1.002 0.33
H 0.103792 0.397430 -2.071359 0.043 -1.184 -4.387 0.63
H -1.996799 -0.479556 -0.804382 0.410 -0.392 1.591 0.34
H -1.027509 1.513983 0.828108 0.164 -2.237 0.249 0.34
H 0.697124 -1.911227 -0.356415 -0.985 1.210 0.853 0.27
```
Forces are in eV/Å.

Results
* frontier orbital gap: 10.27 eV
* energy above the lowest of the compared OMol25 structures with the same formula, charge and spin: 430.9 kJ/mol
* F_max: 0.1496 hartree/bohr
* SMILES: C1[C@@H]2N[C@H]1[C@H]1O[C@H]12